(1)
{"formula": "C35H52ErP4Se", "method": "ωB97M-V/def2-TZVPD", "elements": ["Er", "P", "P", "P", "H", "C", "C", "H", "C", "C", "C", "C", "C", "C", "C", "C", "C", "H", "H", "H", "H", "H", "H", "H", "H", "H", "H", "H", "H", "H", "H", "H", "H", "H", "H", "H", "H", "H", "H", "H", "H", "H", "H", "H", "H", "H", "C", "C", "C", "C", "C", "C", "Se", "H", "H", "H", "H", "H", "H", "C", "C", "C", "C", "C", "C", "P", "C", "C", "C", "C", "C", "C", "C", "C", "C", "C", "C", "C", "H", "H", "H", "H", "H", "H", "H", "H", "H", "H", "H", "H", "H", "H", "H"], "coordinates": [[0.705, -0.593, 0.101], [0.753, -1.738, 2.573], [2.267, 1.781, 0.482], [3.171, -1.821, -0.022], [-0.429, -1.314, -2.468], [0.346, -1.933, -1.966], [-0.013, -2.798, -0.939], [-1.051, -2.882, -0.602], [-0.802, -1.708, 3.528], [1.860, -0.966, 3.810], [1.198, -3.487, 2.819], [2.697, 2.584, -1.109], [1.284, 3.073, 1.324], [3.874, 1.763, 1.371], [3.254, -3.599, -0.480], [4.364, -1.858, 1.374], [4.229, -1.116, -1.345], [1.193, -2.140, -2.627], [0.616, -3.630, -0.619], [-1.643, -2.014, 2.889], [-1.008, -0.695, 3.895], [-0.682, -2.399, 4.379], [1.624, 0.101, 3.904], [2.906, -1.065, 3.493], [1.688, -1.483, 4.765], [0.558, -4.112, 2.187], [1.022, -3.714, 3.879], [2.244, -3.665, 2.548], [3.227, 3.541, -0.985], [1.770, 2.748, -1.678], [3.333, 1.881, -1.673], [1.840, 4.020, 1.371], [1.063, 2.736, 2.347], [0.336, 3.236, 0.787], [4.255, 2.790, 1.508], [4.607, 1.174, 0.800], [3.729, 1.296, 2.357], [4.307, -3.831, -0.689], [2.656, -3.813, -1.378], [2.897, -4.243, 0.338], [5.311, -2.267, 0.993], [4.002, -2.503, 2.185], [4.547, -0.848, 1.765], [5.060, -1.814, -1.517], [4.634, -0.141, -1.048], [3.660, -0.990, -2.277], [1.454, -0.235, -5.612], [0.595, -1.339, -5.484], [0.293, -2.143, -6.579], [0.790, -1.818, -7.854], [1.585, -0.668, -8.018], [1.917, 0.131, -6.908], [1.949, 0.633, -3.941], [1.073, -0.043, -2.859], [0.192, -1.575, -4.501], [-0.331, -3.020, -6.423], [0.551, -2.458, -8.709], [1.943, -0.408, -9.022], [2.534, 1.024, -7.046], [-5.884, -1.547, 0.220], [-5.958, -0.221, 0.655], [-4.779, 0.509, 0.853], [-3.530, -0.095, 0.628], [-3.469, -1.414, 0.159], [-4.641, -2.141, -0.039], [-1.933, 0.758, 0.971], [-2.245, 2.293, 0.011], [-1.739, 2.435, -1.301], [-1.988, 3.603, -2.020], [-2.777, 4.622, -1.460], [-3.304, 4.473, -0.179], [-3.042, 3.308, 0.550], [-2.296, 1.316, 2.700], [-1.635, 2.449, 3.218], [-1.839, 2.853, 4.540], [-2.708, 2.134, 5.371], [-3.380, 1.019, 4.870], [-3.178, 0.615, 3.548], [-6.800, -2.128, 0.081], [-6.924, 0.247, 0.849], [-4.848, 1.541, 1.204], [-2.499, -1.880, -0.033], [-4.578, -3.173, -0.391], [-1.145, 1.635, -1.759], [-1.573, 3.741, -3.025], [-2.973, 5.540, -2.017], [-3.918, 5.246, 0.279], [-3.457, 3.204, 1.554], [-0.992, 3.051, 2.574], [-1.319, 3.740, 4.909], [-2.859, 2.446, 6.404], [-4.071, 0.453, 5.505], [-3.725, -0.258, 3.176]], "lowdin_charge": [0.867, 0.695, 0.730, 0.713, 0.089, -0.206, -0.091, 0.070, -0.244, -0.226, -0.236, -0.274, -0.253, -0.240, -0.237, -0.236, -0.243, 0.074, 0.074, 0.052, 0.040, 0.078, 0.054, 0.028, 0.082, 0.059, 0.075, 0.030, 0.082, 0.030, 0.008, 0.081, 0.039, 0.037, 0.082, 0.036, 0.043, 0.074, 0.052, 0.055, 0.081, 0.038, 0.029, 0.074, 0.041, -0.004, -0.540, -0.160, -0.066, -0.047, -0.046, -0.085, 0.904, -0.181, 0.052, 0.114, 0.122, 0.126, 0.113, -0.037, -0.027, -0.068, -0.379, -0.125, -0.058, 1.030, -0.393, -0.119, -0.057, -0.037, -0.030, -0.093, -0.392, -0.119, -0.047, -0.039, -0.045, -0.109, 0.126, 0.127, 0.111, 0.041, 0.117, 0.076, 0.121, 0.125, 0.126, 0.107, 0.075, 0.121, 0.124, 0.127, 0.115], "orbital_gap_ev": [4.22, 4.29], "s_squared": 3.7528, "total_charge": 3, "multiplicity": 4}

(2)
{"formula": "C35H52N2P2RbS4", "method": "ωB97M-V/def2-TZVPD", "elements": ["Rb", "C", "C", "C", "P", "C", "C", "C", "C", "C", "C", "C", "C", "C", "N", "C", "C", "C", "C", "C", "C", "P", "C", "C", "C", "C", "C", "C", "H", "H", "H", "H", "H", "H", "H", "H", "H", "H", "H", "H", "H", "H", "H", "H", "H", "H", "H", "H", "H", "H", "H", "H", "H", "H", "H", "H", "H", "H", "H", "H", "H", "H", "H", "H", "C", "C", "S", "C", "C", "S", "C", "C", "S", "H", "H", "H", "H", "H", "H", "H", "H", "H", "H", "H", "H", "S", "C", "C", "C", "C", "C", "N", "H", "H", "H", "H"], "coordinates": [[-0.208, -0.976, -0.486], [0.636, -1.006, 3.718], [-0.800, -0.505, 3.882], [-0.918, 0.320, 5.159], [-1.318, 0.255, 2.261], [-3.164, 0.024, 2.217], [-3.728, 0.824, 1.047], [-4.001, 0.241, 3.475], [-0.986, 2.039, 2.384], [-1.655, 2.864, 3.291], [-1.437, 4.228, 3.382], [-0.508, 4.790, 2.506], [0.168, 4.016, 1.592], [-0.030, 2.608, 1.480], [0.557, 1.873, 0.502], [1.718, 2.329, -0.071], [2.823, 2.781, 0.684], [3.998, 3.189, 0.089], [4.133, 3.175, -1.297], [3.064, 2.730, -2.061], [1.871, 2.295, -1.485], [0.449, 1.645, -2.443], [0.957, 1.957, -4.202], [1.978, 0.918, -4.671], [-0.253, 1.885, -5.136], [-0.801, 2.986, -2.084], [-0.491, 4.345, -2.700], [-2.244, 2.550, -2.330], [0.989, -1.496, 4.631], [1.316, -0.177, 3.503], [0.718, -1.714, 2.890], [-1.457, -1.379, 3.964], [-0.295, 1.215, 5.102], [-0.579, -0.267, 6.019], [-1.939, 0.644, 5.360], [-3.239, -1.041, 1.962], [-3.692, 1.896, 1.259], [-4.767, 0.543, 0.856], [-3.167, 0.658, 0.123], [-4.015, 1.287, 3.784], [-3.644, -0.360, 4.313], [-5.038, -0.054, 3.284], [-2.375, 2.412, 3.959], [-1.976, 4.832, 4.099], [-0.321, 5.859, 2.527], [0.858, 4.498, 0.911], [2.726, 2.795, 1.763], [4.821, 3.520, 0.713], [5.047, 3.507, -1.772], [3.167, 2.737, -3.139], [1.393, 2.959, -4.282], [1.505, -0.059, -4.774], [2.821, 0.794, -3.990], [2.377, 1.203, -5.650], [-0.816, 0.962, -4.975], [0.083, 1.887, -6.177], [-0.936, 2.721, -5.007], [-0.678, 3.075, -1.003], [-0.643, 4.354, -3.783], [0.541, 4.645, -2.504], [-1.144, 5.111, -2.275], [-2.512, 2.554, -3.388], [-2.930, 3.231, -1.819], [-2.437, 1.544, -1.953], [1.018, -4.941, -2.616], [2.101, -4.040, -3.214], [1.836, -2.277, -2.903], [3.426, -1.736, -2.241], [3.957, -2.450, -0.997], [2.841, -2.417, 0.426], [2.768, -4.160, 0.903], [2.327, -5.160, -0.167], [0.704, -4.769, -0.853], [0.046, -4.715, -3.060], [1.254, -5.978, -2.875], [3.085, -4.316, -2.834], [2.133, -4.206, -4.293], [4.198, -1.778, -3.015], [3.277, -0.675, -2.020], [4.193, -3.489, -1.229], [4.903, -1.977, -0.724], [3.729, -4.470, 1.320], [2.050, -4.172, 1.726], [3.069, -5.202, -0.967], [2.328, -6.151, 0.295], [-2.417, -3.199, -1.584], [-2.696, -3.436, 0.117], [-4.019, -3.668, 0.579], [-4.275, -3.862, 1.912], [-3.212, -3.829, 2.822], [-1.958, -3.584, 2.302], [-1.686, -3.388, 1.010], [-4.814, -3.681, -0.153], [-5.291, -4.037, 2.247], [-3.347, -3.976, 3.885], [-1.099, -3.535, 2.968]], "lowdin_charge": [0.390, -0.139, -0.554, -0.122, 1.003, -0.552, -0.116, -0.113, -0.304, -0.133, -0.127, -0.115, -0.051, -0.332, -0.033, -0.349, -0.048, -0.112, -0.124, -0.125, -0.311, 1.033, -0.580, -0.147, -0.126, -0.541, -0.111, -0.114, 0.073, 0.080, 0.042, 0.081, 0.075, 0.071, 0.052, 0.074, 0.076, 0.079, 0.053, 0.059, 0.060, 0.074, 0.072, 0.083, 0.093, 0.103, 0.112, 0.092, 0.084, 0.080, 0.095, 0.043, 0.048, 0.078, 0.082, 0.075, 0.046, 0.074, 0.057, 0.072, 0.076, 0.061, 0.078, 0.056, -0.546, -0.520, 0.812, -0.535, -0.523, 0.818, -0.541, -0.537, 0.836, 0.054, 0.076, 0.055, 0.071, 0.082, 0.062, 0.057, 0.075, 0.074, 0.067, 0.053, 0.072, 0.369, -0.861, -0.141, -0.109, -0.113, -0.206, -0.018, 0.082, 0.095, 0.087, 0.093], "orbital_gap_ev": 5.53, "total_charge": -1}

| no. | total energy (eV) | strongest force on any atom (hartree/bohr) |
| --- | --- | --- |
| 1 | -167236.3609 | 0.0759 |
| 2 | -102696.6419 | 0.0092 |